No. 1
A cluster of 2 separate species, Cl3HOSi in total, computed with ωB97M-V/def2-TZVPD.

Summary:
lowest unoccupied orbital energy = -0.252 eV
calculated total energy = -47511.2914 eV
SMILES = O=[Si](Cl)Cl.Cl
HOMO-LUMO gap = 10.7 eV
relative energy (zero: lowest compared OMol25 entry of this formula, charge and spin) = 68.1 kcal/mol
largest force on an atom = 0.0324 Eh/bohr

```
! wB97M-V def2-TZVPD RIJCOSX def2/J DEFGRID3
* xyz 0 1
Cl 2.933 -1.027 -0.452
O -1.908 0.186 1.592
Cl -1.925 -1.280 -1.042
Cl -0.935 1.975 -0.579
Si -1.632 0.255 0.135
H 3.468 -0.108 0.346
*
```

***

No. 2
A structure of composition C34H41Cl5LuN4Si, computed with ωB97M-V/def2-TZVPD.

Summary:
lowest unoccupied orbital energy = -2.707 eV
calculated total energy = -145991.8120 eV
HOMO-LUMO gap = 6.2 eV
relative energy (zero: lowest compared OMol25 entry of this formula, charge and spin) = 6.5 kcal/mol
largest force on an atom = 0.0319 Eh/bohr

```
! wB97M-V def2-TZVPD RIJCOSX def2/J DEFGRID3
* xyz 1 1
C 2.559 2.284 5.472
H -1.753 -2.102 1.902
H -1.405 1.900 3.851
H -2.908 0.551 2.825
H -1.759 -3.807 -3.662
C -2.594 -0.694 0.530
H 2.528 -1.780 0.500
H 4.329 2.415 4.250
C 2.210 -3.626 1.523
Cl -1.989 5.653 0.493
H 0.786 2.258 -2.900
H 0.312 2.610 -4.564
H 1.761 0.880 -5.539
C 0.914 -3.163 -3.175
H -1.763 -2.685 -1.046
C 2.626 1.703 3.166
H 2.911 -4.171 0.908
C -1.378 0.286 -1.370
N 1.130 -1.537 2.002
H 1.710 -3.105 -2.428
C -1.490 -2.747 -3.711
C 1.537 -0.285 -1.491
C 0.082 1.987 -3.694
H -0.702 0.927 -6.008
C -0.812 1.070 4.237
H 0.702 -4.222 -3.352
C 1.769 4.738 -0.550
H 3.033 2.636 6.379
H -0.924 2.247 -3.359
C 0.492 -2.129 3.020
C -3.852 0.046 -1.399
H -2.747 0.836 -3.012
H 0.624 2.021 6.377
C 0.753 2.692 0.353
H -4.811 0.145 -1.891
C -2.555 -1.360 1.889
C -0.522 4.804 0.209
Si -0.058 -0.567 -2.511
H 1.624 -5.302 2.742
H -2.386 -2.161 -3.494
H -0.656 -0.788 -5.620
C 0.577 5.444 -0.363
C 0.638 1.486 4.301
C 1.610 0.266 -4.647
C -3.795 -0.529 -0.068
C 0.641 -3.478 3.305
H -1.175 -2.537 -4.732
N -0.962 -0.084 3.331
Cl 3.339 2.549 -0.356
H -3.493 -1.896 2.025
C 1.828 3.397 -0.179
H 0.086 -3.918 4.123
H 3.149 1.611 2.221
C -0.816 0.203 -5.196
C -0.784 -3.055 -1.353
C 3.281 2.159 4.295
C 0.200 0.505 -4.085
H -0.962 1.315 -1.276
H 1.938 0.708 -1.686
Cl 3.135 5.531 -1.221
H -0.848 -4.145 -1.447
Cl -1.737 2.607 1.269
H -1.847 0.256 -4.843
H -4.702 -0.868 0.413
C -0.365 -2.456 -2.705
H 2.390 0.531 -3.929
H -0.067 -2.824 -0.560
H -1.182 0.843 5.242
C 1.502 -4.246 2.541
Lu 0.079 0.575 1.148
C -2.730 0.415 -2.014
Cl 0.469 7.094 -0.816
H 1.756 -0.778 -4.936
C 1.217 1.938 5.475
C 1.990 -2.284 1.292
H -2.854 -0.793 3.961
H 1.335 -0.355 -0.415
H -1.050 -1.867 4.477
C -2.387 -0.379 3.060
H 1.291 -2.742 -4.109
C -0.386 3.466 0.535
C -0.311 -1.258 3.951
N 1.332 1.371 3.161
H 2.325 -1.001 -1.725
H 0.401 -0.904 4.701
N -1.385 -0.335 -0.014
*
```

***

No. 3
A structure of composition C41H40F5InNO7PSTe, computed with ωB97M-V/def2-TZVPD.

Summary:
lowest unoccupied orbital energy = 3.891 eV
calculated total energy = -105172.5844 eV
HOMO-LUMO gap = 6.4 eV
relative energy (zero: lowest compared OMol25 entry of this formula, charge and spin) = 27.1 kcal/mol
largest force on an atom = 0.0112 Eh/bohr

```
! wB97M-V def2-TZVPD RIJCOSX def2/J DEFGRID3
* xyz -2 1
H -3.792 2.427 3.032
C -0.318 2.265 4.773
C -1.500 2.419 5.536
O -4.430 0.576 1.370
C 1.068 2.839 0.319
H -0.645 4.102 0.630
H 0.737 4.902 -0.117
C 0.758 2.002 2.582
C -3.758 -4.320 -1.014
F 0.155 4.078 -2.939
H 3.761 2.843 -3.599
C -3.429 -0.076 1.055
H -3.419 -6.307 -1.757
H -0.656 -4.273 6.894
O -1.468 2.296 -1.682
H 6.800 -4.509 -0.605
H -3.873 -1.848 2.186
H 1.331 -2.976 0.666
H 1.043 2.273 6.455
In -0.786 -0.044 -1.442
C 0.442 4.178 0.644
C 3.943 -3.262 3.281
H -1.779 2.158 1.680
C -0.243 -2.709 5.479
H -2.839 -0.709 3.022
C 4.106 -1.829 -1.158
H -3.618 2.600 5.522
O 0.591 1.823 1.249
O 2.019 -0.835 -0.801
C -3.018 -1.179 2.054
N 2.018 -3.084 1.406
C -2.720 2.492 4.924
H 2.869 1.803 2.597
O -2.743 0.032 -0.004
H -1.418 2.473 6.616
C 4.753 0.089 -3.027
O 1.440 1.384 -2.383
H 2.837 3.429 -0.699
H 5.028 0.836 -3.762
C 5.949 -3.830 -0.623
H 0.390 -2.143 6.152
H 1.836 -1.071 1.772
C 3.321 -2.022 3.044
F -3.305 2.895 -3.676
C 2.554 1.210 -2.862
C 5.321 -1.858 -1.783
C 1.983 1.956 3.196
C -1.500 -4.716 0.536
H -3.838 -2.366 -0.148
H 0.014 -1.318 3.874
Te -1.537 3.290 -3.174
C -1.860 -4.130 3.727
H 3.375 1.648 -4.841
H 5.796 -3.410 0.376
H -2.495 -4.689 3.051
C 2.359 -1.966 2.081
C 3.478 0.167 -2.436
C -1.703 2.252 2.756
H 4.069 -5.329 2.734
C 5.679 -0.876 -2.729
H 3.058 2.015 5.065
H 6.651 -0.913 -3.203
H 3.588 -1.136 3.595
P -1.507 -2.150 1.651
C -2.826 2.413 3.519
C -2.191 -3.508 0.635
H -0.592 -4.879 1.106
C -0.830 -3.898 5.893
H 4.717 -3.335 4.036
H 3.049 3.384 1.057
O 6.272 -2.821 -1.559
C 2.079 2.061 4.601
C -1.270 -2.943 3.296
C 2.983 2.170 -3.968
C 2.580 2.878 0.209
H 3.831 -2.593 -0.448
F -2.259 4.835 -2.384
H -1.378 -6.642 -0.378
C 3.113 -0.813 -1.429
H -2.098 -5.534 5.327
C -0.428 2.173 3.364
C 3.593 -4.373 2.571
C -1.942 -5.720 -0.311
C -3.317 -3.315 -0.164
S 2.106 -5.628 0.632
C 0.965 2.203 5.376
H 2.968 1.864 0.106
F -1.029 1.943 -4.374
H 0.678 2.485 -0.629
C -3.078 -5.528 -1.086
H -4.630 -4.149 -1.634
C -1.636 -4.606 5.012
C 2.583 -4.315 1.570
H 0.768 4.544 1.623
C -0.456 -2.244 4.190
H 5.048 -4.380 -0.906
F -1.516 4.344 -4.735
H 2.115 2.757 -4.254
*
```

***

No. 4
A cluster of 11 separate species, C35H65F3O15S2 in total, computed with ωB97M-V/def2-TZVPD.

Summary:
lowest unoccupied orbital energy = 0.374 eV
calculated total energy = -97883.3760 eV
SMILES = O=C1O[C@H](S(=O)(=O)C(F)(F)F)[C@@H](O)[C@@H]1S.CC(C)=O.CC(C)=O.CC(C)=O.CC(C)=O.CC(C)=O.CC(C)=O.CC(C)=O.CC(C)=O.CC(C)=O.CC(C)=O
HOMO-LUMO gap = 9.5 eV
largest force on an atom = 0.0208 Eh/bohr

```
! wB97M-V def2-TZVPD RIJCOSX def2/J DEFGRID3
* xyz 0 1
O 2.209 -2.081 6.528
O -0.289 -0.308 4.253
H 4.827 0.859 -1.052
C 6.345 -0.430 -1.854
H 3.191 -4.270 -1.095
H 3.676 -3.683 9.808
H -7.152 -3.911 -4.258
O -0.509 -0.822 6.665
H -9.105 1.931 -5.866
O 2.035 -3.847 12.419
H 2.041 -5.254 1.146
O 2.867 -0.342 3.499
C -0.329 -2.866 5.054
H 4.751 -4.250 -0.254
C -4.259 -3.092 1.553
O -4.543 -4.092 0.934
H 6.390 0.970 -0.230
H -5.172 -1.160 1.629
O -4.338 3.601 -3.488
C -10.788 2.393 -2.852
H -6.292 -2.518 1.805
H 2.430 -0.635 2.692
H 3.825 -1.555 11.392
H -2.553 -1.780 1.435
C 2.781 -1.345 4.448
C 5.323 4.489 -4.065
H -7.892 -2.654 -3.247
H 3.181 4.348 -4.026
F 0.231 -3.294 3.928
C 4.065 -1.472 5.248
H 10.848 4.464 -3.861
H -5.191 5.664 -2.347
H 2.598 -1.416 12.670
C -4.356 -0.569 -2.254
H 2.251 -4.260 2.604
H -2.170 -3.518 1.452
H 4.088 -2.746 -0.907
O -10.138 3.849 -4.617
H -4.305 6.686 -3.499
C 3.578 -2.140 6.522
F 0.069 -3.623 6.061
H 7.324 -0.170 -3.735
H 9.258 3.816 -4.327
H 4.926 3.629 -2.142
C -5.306 -2.146 2.072
C 3.951 5.016 -4.417
O -7.143 -0.887 -4.864
H -10.284 0.811 -5.152
H 5.551 5.289 -2.089
H -6.562 -3.239 -6.771
H -8.739 1.115 -4.338
F -1.652 -2.923 4.958
C 9.940 3.175 -2.408
H -8.835 -3.444 -4.529
H -10.046 1.963 -2.178
H 3.806 6.003 -3.974
H 2.082 -0.072 5.986
O 6.129 4.212 -4.921
C -5.027 5.874 -3.400
C 2.635 -3.779 10.115
C 6.875 0.445 -2.959
C 2.439 -3.191 11.490
C 11.138 2.815 -1.566
S 0.078 -1.081 5.391
H 2.160 -1.127 10.972
H -6.840 0.527 -2.943
H 5.289 -3.508 5.186
H 4.416 -0.497 5.562
C 3.833 -3.688 -0.432
H -5.144 5.026 -6.099
H 10.814 2.539 -0.566
O 6.448 -1.634 -1.879
H -5.966 6.192 -3.856
C -2.819 -2.748 1.863
H 6.642 3.944 -2.485
O -5.537 -0.093 -0.242
C -7.281 -2.424 -6.671
H 2.604 -2.300 3.970
H 7.620 1.137 -2.566
H -3.774 -1.238 -1.624
C -7.849 -3.072 -4.249
H -2.686 -2.697 2.938
H 6.066 1.034 -3.396
H -5.724 1.874 -2.614
H -8.246 -2.771 -7.041
O 2.906 -2.296 1.253
H -3.482 5.519 -5.750
H -3.697 0.174 -2.706
H 5.342 -0.443 0.040
C -9.531 1.570 -4.933
C -4.511 4.635 -4.089
C 1.842 -1.061 5.606
C -10.152 2.722 -4.182
H 2.358 -4.830 10.128
C 10.201 3.586 -3.836
O 8.816 3.138 -1.963
C 5.682 0.282 -0.696
H 11.673 1.977 -2.017
C 3.131 -3.423 0.869
C 2.777 -1.725 11.644
H -11.196 3.297 -2.409
H 3.616 -5.194 1.965
H -5.232 -2.070 3.159
C -5.412 0.122 -1.427
H -3.871 3.796 -5.946
H 3.853 5.086 -5.497
C -7.398 -2.012 -5.225
C -4.232 4.749 -5.568
H -7.031 1.503 -1.465
H 2.015 -3.251 9.389
C -6.312 1.075 -2.161
H -6.950 -1.577 -7.266
H -4.830 -1.140 -3.053
O 4.191 -2.642 7.420
C 5.632 4.327 -2.598
S 5.353 -2.413 4.439
H -11.589 1.665 -2.989
C 2.730 -4.616 1.699
H 11.821 3.663 -1.504
H 10.700 2.777 -4.372
*
```

***

No. 5
The molecule C4H6S3, computed with ωB97M-V/def2-TZVPD.

Summary:
lowest unoccupied orbital energy = -0.915 eV
calculated total energy = -36749.7158 eV
SMILES = CSC(=S)C(C)=S
HOMO-LUMO gap = 7.7 eV
relative energy (zero: lowest compared OMol25 entry of this formula, charge and spin) = 12.5 kcal/mol
largest force on an atom = 0.0629 Eh/bohr

```
! wB97M-V def2-TZVPD RIJCOSX def2/J DEFGRID3
* xyz 0 1
C -2.606 -0.804 -0.267
S 2.345 -1.231 -1.002
H 3.196 1.019 0.620
S -0.587 1.452 -0.970
S -0.874 -1.325 0.044
C 1.486 -0.133 -0.222
H 2.062 0.557 1.858
H -3.016 0.024 0.343
C 0.021 -0.012 -0.436
H -2.615 -0.630 -1.328
H -3.137 -1.689 -0.152
C 2.105 0.928 0.804
H 1.619 1.844 0.708
*
```

***

No. 6
A cluster of 2 separate species, C12H30IN7O3P in total, computed with ωB97M-V/def2-TZVPD.

Summary:
lowest unoccupied orbital energy = -2.987 eV
calculated total energy = -46880.1511 eV
HOMO-LUMO gap = 6.5 eV
largest force on an atom = 0.1398 Eh/bohr

```
! wB97M-V def2-TZVPD RIJCOSX def2/J DEFGRID3
* xyz 1 1
I 7.585 -0.460 -1.408
N -2.967 0.812 -0.213
C -4.048 -1.714 -2.270
C -6.546 1.239 0.461
H -6.819 1.176 1.517
H 8.744 -0.689 2.761
H -3.732 1.165 -3.806
H 9.042 -1.561 1.248
N -5.362 0.416 0.189
N 2.107 -0.347 1.793
H -4.413 -2.106 -1.324
H -1.505 1.878 -1.340
H -2.666 2.889 -0.458
H -6.350 2.290 0.249
O 1.037 2.326 1.340
N 2.917 0.175 0.865
N 5.084 -0.307 0.123
P -4.464 0.924 -1.198
C 4.042 -0.553 0.896
H -4.793 -1.527 0.831
N 3.925 -1.528 1.819
H -6.341 -1.005 1.389
C -3.303 0.202 -3.524
H -3.508 -0.483 -4.349
C 6.960 -1.053 1.635
H 2.944 1.191 -1.023
O 1.289 1.717 0.116
C 8.473 -0.737 1.693
H 3.225 2.172 0.432
C -2.180 -0.364 0.033
N -3.853 -0.284 -2.265
H 2.360 -1.974 3.161
H -4.754 -2.035 -3.046
C -2.082 1.964 -0.407
H -1.481 -0.588 -0.790
H -3.092 -2.222 -2.453
H -1.385 2.073 0.428
H -6.185 -1.479 -0.297
H 1.181 -0.022 2.051
H 6.451 -0.289 2.245
H 1.553 3.152 1.406
H -2.213 0.323 -3.449
C 6.325 -1.115 0.208
H 5.050 0.456 -0.539
H -2.774 -1.255 0.219
H 8.700 0.246 1.270
O -5.667 1.329 -2.037
H 6.053 -2.156 0.002
C 2.620 1.343 0.012
H -7.409 0.930 -0.140
H -1.589 -0.203 0.942
C 2.732 -1.351 2.355
H 6.757 -2.019 2.118
C -5.676 -0.962 0.526
*
```

***

No. 7
A structure of composition C24H60O12, computed with ωB97M-V/def2-TZVPD.

Summary:
lowest unoccupied orbital energy = 0.478 eV
calculated total energy = -50406.4319 eV
HOMO-LUMO gap = 7.7 eV
relative energy (zero: lowest compared OMol25 entry of this formula, charge and spin) = 484.1 kcal/mol
largest force on an atom = 0.1484 Eh/bohr

```
! wB97M-V def2-TZVPD RIJCOSX def2/J DEFGRID3
* xyz 0 1
C -2.477 0.802 1.248
C -0.597 -1.585 3.185
H -0.421 0.377 -0.613
H -1.247 -2.965 0.645
C 1.648 0.991 -3.565
H -4.731 3.042 1.436
H 2.578 2.505 -4.898
H 2.400 1.246 -8.092
H 0.129 0.610 1.004
H -1.729 -5.354 -5.087
H 1.237 -0.930 -1.997
O 1.157 4.423 0.949
H -1.691 4.026 2.820
O -0.189 -2.741 2.450
H 0.991 1.843 -3.388
H -1.129 -3.195 -1.922
C -0.366 -0.115 0.358
H -1.447 -1.778 -2.956
H -3.992 4.170 0.308
H 3.099 0.029 3.439
H 0.328 4.438 2.792
O 0.129 -2.936 -3.478
H 2.419 0.843 4.855
H -1.168 -2.844 -5.116
H 3.577 -0.387 5.056
O -1.762 1.286 3.733
H -3.392 0.400 1.682
H 0.167 -3.766 -5.318
H 2.687 5.867 1.365
C -2.746 2.257 3.896
H 1.833 3.640 2.856
H -1.849 0.358 5.770
H -1.109 -4.363 3.322
C 2.592 1.418 -4.810
C 1.711 5.775 0.889
H 1.129 6.520 1.432
C 2.712 -0.124 4.446
H -0.513 -0.090 4.746
H -2.251 -3.320 2.544
C 0.592 -0.555 3.357
H -0.622 1.511 5.433
C 2.793 1.576 -7.131
O 1.159 1.313 1.321
H -3.340 4.246 2.987
H 2.947 -1.064 -2.495
H 1.499 -0.881 -0.252
H -2.702 1.459 0.408
H -2.578 2.639 4.903
H -0.120 -1.770 -1.720
C -3.888 3.183 0.759
O 1.539 -0.975 4.424
C 0.648 -1.328 0.262
H 1.307 2.300 -0.463
C -2.613 3.446 2.844
H 3.592 1.020 -4.641
C 2.243 -0.538 -1.850
H -0.580 2.459 1.292
C -1.209 0.720 4.965
O -0.703 -5.831 -3.400
C -1.369 -4.892 -4.167
C 0.462 -6.307 -3.977
H 2.808 2.199 0.345
H 0.692 -5.964 -4.986
C 0.310 2.334 1.909
H 0.998 -1.605 1.257
H 0.961 0.179 -3.801
H -1.784 -2.397 -0.829
H -3.736 1.799 3.888
O -2.721 2.847 1.475
O 1.955 1.003 -6.047
C -1.027 -3.066 -0.418
H -2.276 -4.721 -3.586
H 0.292 0.454 3.639
H -1.894 1.331 2.002
C -1.234 -3.704 2.463
H 1.288 -5.749 -3.537
H 2.406 -0.550 -0.772
C 0.970 3.780 2.206
H 3.835 1.266 -7.055
H 1.778 6.168 -0.125
H -1.288 -4.399 1.624
H 0.980 -0.416 2.348
O -1.604 -0.331 0.973
O 2.161 0.811 -2.287
C 1.894 1.633 0.168
H 0.719 -7.344 -3.759
H -1.516 -1.101 2.854
H -1.216 -4.051 -0.845
H 2.830 2.664 -7.067
H -0.680 -1.922 4.218
C -0.674 -2.358 -2.452
C -0.581 -3.568 -4.550
H -0.071 1.965 2.861
O 0.177 -2.481 -0.541
H 2.274 0.822 -0.454
H -3.798 2.369 0.040
*
```

***

No. 8
The molecule C5H10O2, computed with ωB97M-V/def2-TZVPD.

Summary:
lowest unoccupied orbital energy = 0.846 eV
calculated total energy = -9441.0413 eV
SMILES = C[C@@H](O)C/C=C\O
HOMO-LUMO gap = 9.5 eV
relative energy (zero: lowest compared OMol25 entry of this formula, charge and spin) = 46.2 kcal/mol
largest force on an atom = 0.0106 Eh/bohr

```
! wB97M-V def2-TZVPD RIJCOSX def2/J DEFGRID3
* xyz 0 1
H 0.519 -0.188 1.788
H -2.235 -2.148 -0.879
O -0.264 -2.679 -0.985
C 0.029 1.021 0.048
C 0.223 -0.345 0.744
H 1.039 2.890 -0.295
H -1.944 -0.669 1.067
C -1.273 -1.959 -0.414
H -0.852 1.497 0.496
C 1.233 1.936 0.204
C -1.074 -1.089 0.574
O -0.316 0.871 -1.317
H 1.071 -0.849 0.252
H 0.417 0.430 -1.766
H 2.122 1.482 -0.251
H 1.450 2.126 1.261
H 0.397 -2.719 -0.281
*
```

***

No. 9
A cluster of 3 separate species, H6O3 in total, computed with ωB97M-V/def2-TZVPD.

Summary:
lowest unoccupied orbital energy (spin up / spin down) = -3.860 / -11.701 eV
calculated total energy = -6228.5688 eV
HOMO-LUMO gap (spin up / spin down) = 13.0 / 4.7 eV
relative energy (zero: lowest compared OMol25 entry of this formula, charge and spin) = 9.7 kcal/mol
largest force on an atom = 0.0497 Eh/bohr

```
! wB97M-V def2-TZVPD RIJCOSX def2/J DEFGRID3
* xyz 1 2
O 1.708 11.429 19.565
H 1.019 12.093 19.580
H 1.082 13.711 21.734
H 1.255 10.619 19.330
H 4.389 14.909 20.680
O 1.350 14.225 20.972
H 2.271 14.429 21.132
H 4.592 15.194 22.153
O 4.016 14.731 21.544
*
```